DFT (ωB97M-V with the def2-TZVPD basis set) results for a structure of composition C29H30N3O3P2PdS2.

relative energy (zero: lowest compared OMol25 entry of this formula, charge and spin) = 182.3 kJ/mol
F_max = 2.0 eV/A
DFT total energy = -3119.7831 Eh
Kohn-Sham gap (spin up / spin down) = 5.84 / 5.78 eV
net charge = +1

The geometry in XYZ format:
```
70
Properties=species:S:1:pos:R:3:lowdin_charge:R:1
Pd 1.523 -1.127 -1.037 0.574
S 0.173 -2.471 0.382 0.451
P 0.204 -0.775 1.490 0.505
C 0.852 0.427 0.397 -0.463
P -0.154 1.307 -0.730 0.481
S 0.382 0.381 -2.433 0.490
C -1.930 1.271 -0.487 -0.358
C -2.534 2.161 0.405 -0.084
C -3.888 2.051 0.687 -0.059
C -4.643 1.056 0.080 -0.062
C -4.048 0.168 -0.806 -0.067
C -2.695 0.268 -1.086 -0.099
C 0.320 3.030 -0.746 -0.355
C -0.508 3.971 -1.365 -0.086
C -0.101 5.290 -1.463 -0.062
C 1.130 5.675 -0.946 -0.059
C 1.959 4.742 -0.339 -0.057
C 1.559 3.416 -0.237 -0.066
C 1.368 -0.929 2.849 -0.362
C 1.156 -1.933 3.800 -0.087
C 2.003 -2.040 4.887 -0.064
C 3.060 -1.144 5.036 -0.059
C 3.272 -0.152 4.094 -0.054
C 2.426 -0.040 2.994 -0.071
C -1.369 -0.518 2.316 -0.354
C -2.464 -1.343 2.096 -0.097
C -3.621 -1.164 2.846 -0.064
C -3.685 -0.159 3.800 -0.061
C -2.593 0.678 4.013 -0.062
C -1.437 0.497 3.279 -0.078
H -1.951 2.943 0.878 0.117
H -4.353 2.744 1.376 0.115
H -5.701 0.975 0.299 0.114
H -4.642 -0.604 -1.279 0.111
H -2.227 -0.421 -1.778 0.076
H -1.469 3.675 -1.770 0.112
H -0.742 6.019 -1.941 0.112
H 1.443 6.709 -1.019 0.113
H 2.921 5.045 0.054 0.113
H 2.206 2.680 0.223 0.097
H 0.331 -2.629 3.691 0.110
H 1.845 -2.820 5.620 0.110
H 3.721 -1.228 5.889 0.112
H 4.103 0.531 4.202 0.114
H 2.603 0.711 2.236 0.093
H -2.415 -2.125 1.347 0.077
H -4.470 -1.815 2.685 0.113
H -4.586 -0.027 4.385 0.112
H -2.640 1.457 4.763 0.113
H -0.576 1.128 3.475 0.118
N 2.785 -3.049 -1.096 -0.028
N 3.964 -2.936 -0.478 0.021
C 4.392 -1.557 -0.135 -0.695
O 5.332 -1.462 0.606 0.089
O 3.635 -0.690 -0.675 -0.122
H 2.249 -3.867 -0.818 0.099
H 2.804 -2.920 -2.113 0.103
H 4.143 -3.631 0.240 0.150
C -1.001 -2.308 -5.970 -0.028
N 0.130 -2.184 -5.059 -0.174
C 1.281 -1.421 -5.521 -0.029
C 0.116 -2.772 -3.868 -0.326
O 1.028 -2.716 -3.040 -0.131
H -0.730 -2.896 -6.846 0.098
H -1.319 -1.318 -6.295 0.096
H -1.830 -2.792 -5.459 0.089
H 1.690 -1.883 -6.421 0.102
H 2.040 -1.408 -4.746 0.081
H 0.980 -0.401 -5.756 0.094
H -0.806 -3.330 -3.664 0.148
```



DFT (ωB97M-V with the def2-TZVPD basis set) results for a cluster of 2 separate species, C29H30O6 in total.

relative energy (zero: lowest compared OMol25 entry of this formula, charge and spin) = 347.9 kJ/mol
F_max = 1.6 eV/A
DFT total energy = -1574.4194 Eh
Kohn-Sham gap = 4.28 eV

The geometry in XYZ format:
```
65
Properties=species:S:1:pos:R:3:lowdin_charge:R:1
C 3.910 -1.152 3.119 -0.068
C 2.550 -1.765 3.251 -0.209
O 1.632 -0.792 2.682 -0.065
C 0.454 -0.662 3.323 -0.466
C -0.155 0.636 2.985 -0.015
C 0.638 1.802 3.351 -0.428
C 0.076 3.144 2.996 -0.013
O 1.721 1.655 3.927 0.028
C -1.597 0.601 2.869 -0.481
O -2.376 1.553 2.915 0.031
O -2.038 -0.669 2.721 -0.042
C -3.432 -0.805 3.029 -0.233
C -3.703 -2.277 3.122 -0.068
O 0.026 -1.482 4.114 0.104
H 4.676 -1.889 3.353 0.075
H 4.070 -0.763 2.110 0.075
H 3.983 -0.322 3.828 0.085
H 2.446 -2.693 2.679 0.101
H 2.266 -1.919 4.296 0.127
H -1.020 3.119 3.076 0.067
H 0.504 3.889 3.677 0.083
H 0.353 3.408 1.966 0.081
H -3.643 -0.313 3.990 0.134
H -4.027 -0.332 2.236 0.119
H -4.772 -2.433 3.283 0.076
H -3.400 -2.802 2.212 0.062
H -3.163 -2.711 3.971 0.088
C -2.597 4.832 -2.523 -0.046
C -1.858 3.666 -1.952 -0.252
C -0.475 3.568 -2.162 -0.032
C 0.244 2.511 -1.643 -0.002
C -0.399 1.467 -0.909 -0.192
C 0.396 0.405 -0.409 0.115
C 0.029 -0.946 -0.258 -0.183
C -1.241 -1.503 -0.573 0.027
C -1.538 -2.830 -0.289 0.023
C -0.553 -3.646 0.280 -0.183
O -0.792 -4.969 0.640 0.020
C -1.237 -5.885 -0.329 -0.237
C -0.326 -6.852 -0.765 -0.001
C -0.649 -7.616 -1.886 -0.077
C -1.890 -7.460 -2.513 -0.089
C -2.827 -6.564 -1.990 -0.072
C -2.519 -5.791 -0.865 -0.021
C 0.730 -3.144 0.551 0.034
C 1.021 -1.845 0.232 0.006
C -1.803 1.593 -0.689 0.010
C -2.506 2.677 -1.199 -0.008
H -3.673 4.647 -2.548 0.081
H -2.423 5.742 -1.934 0.096
H -2.250 5.040 -3.541 0.087
H 0.026 4.340 -2.752 0.122
H 1.321 2.432 -1.811 0.122
H 1.447 0.636 -0.232 0.142
H -1.997 -0.888 -1.054 0.113
H -2.525 -3.239 -0.513 0.107
H 0.633 -6.952 -0.257 0.123
H 0.076 -8.335 -2.266 0.107
H -2.130 -8.044 -3.405 0.105
H -3.809 -6.451 -2.451 0.108
H -3.243 -5.106 -0.425 0.112
H 1.471 -3.808 0.993 0.128
H 2.039 -1.478 0.340 0.126
H -2.318 0.839 -0.091 0.110
H -3.580 2.760 -1.019 0.124
```